{
  "formula": "C4H7NO2",
  "method": "the ωB97M-V functional and the def2-TZVPD basis",
  "elements": ["O", "O", "N", "C", "C", "C", "C", "H", "H", "H", "H", "H", "H", "H"],
  "positions_angstrom": [[1.324165, 0.888662, 1.611858], [1.036599, -0.799142, -1.409536], [1.233030, -0.421807, 0.868560], [0.361339, 1.312960, -0.357201], [0.942965, 1.796109, 0.745633], [-0.923465, -0.880944, -0.005144], [0.436472, -0.178261, -0.299637], [0.041886, 1.734700, -1.216311], [-1.510693, -0.801933, -0.926755], [0.945715, 2.800837, 1.126137], [-0.693619, -1.903239, 0.249906], [0.994433, -1.145686, 1.440597], [1.721174, -1.343982, -1.069519], [-1.411061, -0.412008, 0.871732]],
  "forces_ev_per_a": [[0.8, -2.9, 1.1], [-0.9, 0.9, -0.9], [2.7, 4.2, -1.5], [1.7, -1.4, 2.1], [-1.9, 0.5, -1.6], [0.2, 1.2, -0.7], [-1.4, -1.2, 1.4], [-1.1, 1.8, -2.3], [-0.3, -0.3, 0.4], [0.4, 0.3, -0.1], [-0.2, -0.6, -0.2], [-1.3, -1.6, 2.4], [1.1, -0.7, 0.4], [0.1, -0.1, -0.6]],
  "lowdin_charge": [-0.017, 0.025, 0.111, 0.020, -0.155, -0.003, -0.602, 0.077, 0.087, 0.128, 0.071, 0.086, 0.076, 0.097],
  "orbital_gap_ev": 9.4600,
  "spin_multiplicity": 1,
  "fmax_ev_per_a": 5.21,
  "relative_energy_kj_mol": 362.14,
  "smiles": "C[C@@]1(O)C=CON1",
  "lumo_ev": 0.919
}

=====

{
  "formula": "C4H7NO2",
  "method": "the ωB97M-V functional and the def2-TZVPD basis",
  "elements": ["O", "O", "N", "C", "C", "C", "C", "H", "H", "H", "H", "H", "H", "H"],
  "positions_angstrom": [[2.026474, 0.924454, 0.879497], [-0.370471, 0.278053, 2.261655], [-0.335670, -0.655533, -1.092970], [0.908771, -0.149035, -1.013313], [-0.895793, -0.877449, 0.136732], [1.180733, 0.219768, 0.351291], [0.084543, -0.478952, 1.186857], [0.362529, 0.892939, 2.446612], [0.567100, -1.423040, 1.522699], [-0.617764, -1.782982, -0.943851], [-1.536204, 2.197293, -1.930693], [1.467016, 0.082086, -1.908529], [-1.951586, -1.107889, 0.219757], [-0.889679, 1.880288, -2.115745]],
  "forces_ev_per_a": [[-0.3, -0.2, -0.2], [0.1, 0.1, 0.0], [0.0, -0.1, 0.2], [0.1, 0.1, 0.0], [-0.1, 0.2, 0.1], [0.2, 0.0, 0.0], [0.0, -0.1, -0.2], [-0.1, 0.0, 0.0], [0.0, 0.1, -0.1], [0.0, -0.1, -0.2], [0.0, 0.0, 0.0], [-0.1, 0.0, 0.1], [0.2, 0.0, 0.0], [-0.1, 0.0, 0.0]],
  "lowdin_charge": [0.056, 0.012, -0.021, -0.090, -0.061, -0.373, -0.305, 0.104, 0.181, 0.219, 0.026, 0.109, 0.136, 0.008],
  "orbital_gap_ev": [8.1286, 8.1273],
  "spin_multiplicity": 1,
  "fmax_ev_per_a": 0.38,
  "relative_energy_kj_mol": 525.83,
  "lumo_ev": [-0.441, -0.442]
}

=====

{
  "formula": "C4H7NO2",
  "method": "the ωB97M-V functional and the def2-TZVPD basis",
  "elements": ["O", "O", "N", "C", "C", "C", "C", "H", "H", "H", "H", "H", "H", "H"],
  "positions_angstrom": [[-1.971906, 1.444412, 0.885026], [1.328057, 0.904998, 1.123150], [2.032801, -0.084408, -0.778835], [-0.396633, 0.017198, -0.263241], [-1.035906, -1.130379, 0.520414], [1.064174, 0.290291, 0.103498], [-1.083185, 1.338791, 0.079870], [-0.683078, 2.223219, -0.457117], [-0.493118, -0.154686, -1.346096], [1.887023, -0.748975, -1.521016], [-0.978607, -0.927892, 1.592975], [-0.556046, -2.091744, 0.310103], [2.981926, 0.122953, -0.501957], [-2.095507, -1.203772, 0.253230]],
  "forces_ev_per_a": [[0.3, -0.1, -0.5], [0.0, -0.2, -0.3], [0.1, 0.0, 0.1], [-0.1, 0.0, 0.1], [0.0, -0.1, 0.1], [0.0, 0.1, 0.2], [-0.3, 0.1, 0.2], [-0.1, -0.1, 0.1], [0.1, 0.1, 0.2], [-0.1, 0.2, 0.1], [0.0, 0.0, -0.2], [0.0, 0.2, 0.0], [-0.1, -0.1, 0.0], [0.2, 0.0, 0.1]],
  "lowdin_charge": [0.077, 0.068, 0.169, -0.259, -0.051, -0.525, -0.232, 0.135, 0.143, 0.103, 0.092, 0.082, 0.112, 0.086],
  "orbital_gap_ev": 10.6118,
  "spin_multiplicity": 1,
  "fmax_ev_per_a": 0.59,
  "relative_energy_kj_mol": 52.14,
  "smiles": "C[C@@H](C=O)C(N)=O",
  "lumo_ev": 0.678
}

=====

{
  "formula": "C4H7NO2",
  "method": "the ωB97M-V functional and the def2-TZVPD basis",
  "elements": ["O", "O", "N", "C", "C", "C", "C", "H", "H", "H", "H", "H", "H", "H"],
  "positions_angstrom": [[-0.104446, -1.643734, 0.972817], [3.619890, 0.665661, -0.398396], [1.440081, 0.356460, 0.189353], [-0.704605, -0.745029, 0.426398], [-2.201239, -0.767084, 0.239336], [0.037818, 0.483261, -0.090923], [2.438299, 0.875121, -0.573224], [-0.412546, 1.369886, 0.382846], [-2.640737, 0.224804, 0.384843], [2.058598, 1.529753, -1.383804], [-0.148382, 0.581111, -1.170196], [-2.438676, -1.091246, -0.780767], [1.693913, -0.359406, 0.860341], [-2.637969, -1.479564, 0.941380]],
  "forces_ev_per_a": [[-0.2, 0.4, -0.2], [-0.4, 0.1, -0.1], [0.2, 0.0, 0.0], [0.1, -0.2, 0.1], [0.0, 0.0, 0.0], [0.0, 0.0, 0.0], [0.1, -0.1, 0.1], [0.1, -0.1, 0.0], [0.1, -0.1, 0.0], [0.1, -0.1, 0.1], [0.0, 0.0, 0.2], [0.1, 0.1, 0.1], [0.0, 0.1, -0.1], [0.0, 0.1, -0.1]],
  "lowdin_charge": [0.091, 0.020, 0.026, -0.423, -0.014, -0.143, -0.364, 0.132, 0.084, 0.134, 0.136, 0.094, 0.138, 0.088],
  "orbital_gap_ev": 10.5480,
  "spin_multiplicity": 1,
  "fmax_ev_per_a": 0.47,
  "relative_energy_kj_mol": 60.65,
  "smiles": "CC(=O)CNC=O",
  "lumo_ev": 0.626
}